96
Properties=species:S:1:pos:R:3:forces:R:3:mulliken_spin:R:1 method="wB97M-V/def2-TZVPD" e_lumo_ev="-5.4 / -5.5" gap_ev="7.9 / 7.8" total_charge=+2 energy_ev=-212421.040 multiplicity=6 s_squared=9.33 largest_force_ha_per_bohr=0.0322
Dy 0.51655 0.57529 -0.73210 -1.4 0.8 -0.3 4.9217
N 0.07135 1.61219 1.49780 0.1 -0.1 0.3 -0.0049
C -1.30435 2.16739 1.54450 -0.5 0.0 -0.2 -0.0014
C -2.27665 1.37059 0.66760 0.0 0.1 0.5 0.0108
N -1.93935 1.43279 -0.77010 0.1 -0.3 0.2 0.0057
C -2.27445 2.76689 -1.31690 0.6 0.3 -0.3 -0.0039
C -1.11135 3.34909 -2.12180 -0.4 -0.1 0.1 0.0067
N 0.12705 3.23399 -1.32730 0.0 0.0 -0.2 0.0009
C -2.68105 0.38609 -1.50420 -0.1 -0.3 -0.4 0.0004
C -2.13525 0.21599 -2.92280 -0.4 0.1 0.4 0.0001
N -0.69795 -0.15481 -2.87420 0.0 -0.3 0.0 0.0011
H 0.06705 0.75389 2.06070 0.0 0.1 -0.1 0.0071
H 0.66865 2.25579 2.02790 0.0 -0.3 -0.3 -0.0010
H -1.25955 3.20789 1.21470 0.0 0.0 0.1 0.0000
H -1.69505 2.16739 2.56700 0.1 0.0 -0.1 -0.0006
H -3.29355 1.74479 0.84060 0.0 0.0 0.0 -0.0001
H -2.24175 0.31989 0.97240 -0.1 0.2 0.0 -0.0028
H -2.50155 3.44909 -0.49590 0.0 0.0 0.0 0.0000
H -3.16805 2.72469 -1.94710 0.0 -0.1 0.1 -0.0004
H -1.34205 4.39009 -2.37680 0.0 -0.1 0.0 -0.0006
H -0.96875 2.79519 -3.05340 0.0 0.1 0.1 -0.0008
H 0.02195 3.83439 -0.50660 0.2 -0.2 -0.1 -0.0008
H 0.88365 3.66399 -1.86190 0.0 -0.1 0.3 0.0024
H -3.74975 0.63459 -1.55550 0.1 -0.1 0.0 -0.0007
H -2.57165 -0.56421 -0.97310 -0.1 0.2 0.0 0.0003
H -2.24335 1.14349 -3.48600 0.0 -0.1 -0.1 -0.0005
H -2.72315 -0.55381 -3.43130 0.1 0.1 0.0 -0.0002
H -0.29965 -0.00031 -3.80410 0.1 0.0 0.3 0.0007
H -0.67705 -1.16941 -2.72820 0.1 0.2 -0.1 0.0011
Cl 1.91005 -1.76281 -1.78250 0.1 -0.5 -0.7 -0.0052
C 2.71675 -1.91341 -0.22370 0.0 -0.6 0.3 -0.0012
Cl 2.93225 -0.28901 0.43090 0.7 0.2 0.6 -0.0065
H 3.68355 -2.39831 -0.34910 -0.1 0.2 0.0 -0.0004
H 2.04535 -2.46271 0.44200 0.1 0.2 -0.1 0.0006
F -3.56405 -3.20931 0.34880 -0.4 -0.2 -0.2 0.0000
C -3.09505 -4.39201 0.79200 0.2 -0.1 0.1 -0.0002
C -1.98255 -4.33821 1.60850 0.2 0.5 0.0 -0.0005
C -1.40565 -5.52901 1.99810 0.0 0.1 -0.1 0.0001
F -0.25595 -5.47661 2.68830 -0.1 -0.5 0.0 0.0000
C -1.96485 -6.75501 1.65810 0.0 0.2 0.1 0.0001
F -1.40205 -7.88421 2.06680 -0.1 0.0 -0.1 0.0000
C -3.12145 -6.78201 0.88020 0.1 0.2 0.0 -0.0001
F -3.66685 -7.93971 0.54760 0.1 0.1 0.0 0.0000
C -3.68635 -5.59011 0.42220 0.1 0.2 0.1 0.0000
F -4.76505 -5.61061 -0.35080 0.0 0.0 0.0 0.0000
Ge -1.31365 -2.56091 2.15280 -0.5 -0.7 1.4 0.0039
S -0.53715 -1.64591 0.36330 0.3 0.4 -0.7 0.0321
C 0.02945 -2.76001 3.61410 -0.1 0.1 -0.5 -0.0010
C -0.29655 -3.54761 4.70130 0.2 0.2 -0.1 -0.0001
F -1.49955 -4.13341 4.69540 0.1 -0.2 0.3 0.0001
C 0.57205 -3.72281 5.77030 -0.1 0.1 -0.1 -0.0001
F 0.23855 -4.49831 6.78920 0.1 0.0 0.0 0.0000
C 1.80305 -3.06211 5.76400 -0.2 0.0 -0.2 0.0000
F 2.64605 -3.21871 6.77010 -0.1 0.0 -0.1 0.0000
C 2.13345 -2.22881 4.69790 -0.1 0.0 -0.1 0.0000
F 3.28885 -1.56421 4.66860 0.0 -0.1 0.1 0.0000
C 1.23345 -2.09561 3.65430 -0.2 -0.1 -0.1 0.0004
F 1.52365 -1.24611 2.63080 0.3 -0.1 0.5 0.0019
C -2.68495 -1.61041 3.28540 0.4 -0.1 -0.4 0.0006
C -2.21135 -0.54641 4.02720 -0.1 0.0 -0.2 -0.0009
F -0.97655 -0.07221 3.70140 -0.1 0.3 0.3 0.0006
C -2.91765 0.06419 5.04740 0.1 -0.1 -0.1 0.0000
F -2.37765 1.08339 5.71460 -0.2 0.0 0.0 0.0000
C -4.19435 -0.40901 5.34690 0.2 -0.2 -0.3 0.0000
F -4.90295 0.15739 6.30870 0.1 -0.1 -0.2 0.0000
C -4.71445 -1.47241 4.60660 0.1 0.0 0.0 0.0000
F -5.93385 -1.92011 4.86380 0.0 0.0 0.1 0.0000
C -3.94995 -2.06891 3.60290 0.0 0.3 0.0 0.0002
F -4.45335 -3.09741 2.92390 -0.3 0.0 0.3 0.0000
C 4.39905 0.59689 -2.41220 -0.2 -0.1 0.1 -0.0010
P 2.74225 1.40239 -2.41410 1.1 0.6 -0.5 0.0324
C 3.30025 3.07389 -1.90920 -0.3 -0.2 0.0 0.0011
C 4.04245 3.89619 -2.75050 0.0 0.0 0.1 0.0004
C 4.52915 5.10349 -2.27660 0.0 0.0 0.0 0.0001
C 4.26255 5.50639 -0.97720 -0.1 -0.1 0.0 0.0001
C 3.52155 4.69189 -0.13360 0.0 0.0 0.1 0.0007
C 3.05355 3.47479 -0.59460 0.0 -0.2 -0.1 -0.0044
C 2.39995 1.54939 -4.20080 -0.3 -0.1 0.4 -0.0003
C 1.56225 2.56689 -4.65470 0.0 -0.1 0.0 0.0002
C 1.23005 2.64649 -5.99490 -0.1 0.1 -0.1 0.0002
C 1.71735 1.70539 -6.89120 0.0 0.0 0.0 0.0003
C 2.53355 0.68229 -6.44060 0.0 0.1 -0.1 0.0002
C 2.87205 0.60039 -5.10180 0.0 0.0 0.2 0.0009
H 4.85985 0.75489 -1.43840 0.0 0.0 0.0 -0.0002
H 5.01395 1.08179 -3.17140 0.0 0.0 0.0 0.0002
H 4.34745 -0.47081 -2.61510 0.0 0.0 0.0 0.0003
H 4.24315 3.59899 -3.77010 0.0 0.0 -0.1 -0.0001
H 5.13015 5.72769 -2.91920 0.0 0.1 -0.1 0.0000
H 4.63495 6.45039 -0.61560 0.1 0.1 0.0 0.0000
H 3.31995 5.00049 0.88110 0.0 0.0 0.1 0.0000
H 2.49045 2.81019 0.06860 0.1 0.2 0.0 0.0041
H 1.20355 3.31719 -3.96090 0.0 0.1 -0.1 0.0000
H 0.59945 3.45039 -6.34850 0.0 0.0 0.0 0.0000
H 1.47185 1.78019 -7.93870 0.0 0.0 -0.1 0.0000
H 2.91875 -0.04441 -7.13470 0.1 -0.1 -0.1 0.0000
H 3.51655 -0.19741 -4.76730 0.1 -0.1 0.0 -0.0001

***

79
Properties=species:S:1:pos:R:3:forces:R:3:mulliken_charge:R:1 method="wB97M-V/def2-TZVPD" e_lumo_ev=-3.6 gap_ev=6.7 total_charge=+1 energy_ev=-82067.750 largest_force_ha_per_bohr=0.0217
Zr 0.10351 -0.27657 -0.05821 -0.5 0.8 -0.3 -1.0033
C 4.58203 0.49533 0.84167 0.0 0.0 0.0 -1.6902
C 3.22987 0.63940 0.23172 0.0 0.0 -0.1 0.1431
N 2.36938 -0.30725 0.26271 0.2 -0.2 0.1 0.9294
N 2.73244 -1.49730 0.85768 0.1 0.0 0.1 -1.1773
C 1.89873 -2.42745 0.45418 0.3 0.1 -0.1 0.4947
O 0.94263 -2.14528 -0.38250 0.4 -0.5 -0.2 0.0251
C 2.04700 -3.80300 0.94332 -0.1 -0.1 0.0 0.3439
C 1.04764 -4.72658 0.65054 0.0 0.0 0.0 0.0373
C 1.14228 -6.02220 1.13047 0.0 0.0 0.0 -1.0207
C 2.23292 -6.39475 1.90438 0.0 0.0 0.0 -0.4744
C 3.23434 -5.47439 2.19298 0.0 0.0 0.0 -0.7004
C 3.14582 -4.17954 1.71392 0.0 0.0 0.0 -0.5855
C 2.80320 1.82706 -0.54493 0.0 0.0 0.0 1.0501
C 3.52288 3.01059 -0.56146 0.0 0.0 0.0 -0.9281
C 3.14444 4.01696 -1.43984 0.0 0.0 0.0 -0.6762
C 2.07657 3.79191 -2.28592 0.0 0.0 0.0 -1.1260
C 1.38434 2.59392 -2.17077 -0.1 0.0 0.0 -0.0832
N 1.70912 1.64062 -1.30608 0.0 -0.1 0.0 0.1299
H 5.01781 -0.44816 0.51382 0.0 0.0 0.0 0.3969
H 4.49233 0.42252 1.92817 0.0 0.0 0.0 0.2929
H 5.24893 1.31026 0.57917 0.0 0.0 0.0 0.4472
H 0.19886 -4.41409 0.05665 0.0 0.0 0.0 0.4709
H 0.36551 -6.74111 0.90521 0.0 0.0 0.0 0.4505
H 2.30581 -7.40572 2.28377 0.0 0.0 0.0 0.4133
H 4.08317 -5.76870 2.79567 0.0 0.0 0.0 0.4218
H 3.92100 -3.45592 1.92486 0.0 0.0 0.0 0.4736
H 4.37006 3.14696 0.09488 0.0 0.0 0.0 0.3480
H 3.69284 4.94862 -1.47287 0.0 0.0 0.0 0.4693
H 1.76978 4.52413 -3.01878 0.0 0.0 0.0 0.4509
H 0.53486 2.39700 -2.80817 0.0 0.0 0.0 0.4950
C -1.68199 1.77351 -1.30040 0.1 0.1 0.0 -0.3358
C -2.97279 1.29469 -1.10979 0.0 0.0 0.1 -1.0311
C -3.12724 0.98897 0.25167 0.0 0.1 -0.1 -0.3100
C -1.94136 1.29959 0.92417 -0.1 0.3 0.0 -0.4624
C -1.00874 1.80751 -0.03070 -0.6 0.6 -0.1 -0.8267
H -1.30265 2.17239 -2.22668 0.0 -0.1 0.0 0.4505
H -3.72192 1.15618 -1.87583 0.0 0.0 0.0 0.4952
H -4.02932 0.62020 0.71438 0.0 -0.1 0.0 0.7324
H -1.82501 1.32600 1.99588 0.0 -0.1 0.0 0.4769
H -0.24838 2.53857 0.21150 0.2 -0.2 0.0 0.8980
C 0.78115 -3.60808 -4.07209 0.0 0.0 0.0 -0.6771
C 0.76801 -2.24096 -3.83924 0.0 -0.1 0.0 -0.7847
C -0.14328 -1.72031 -2.93372 -0.1 -0.1 -0.1 -0.1762
C -1.02995 -2.54968 -2.24397 -0.3 0.1 -0.2 0.0432
C -1.02270 -3.91539 -2.50313 0.1 0.0 0.1 -0.2174
C -0.11585 -4.44111 -3.41037 0.0 0.0 0.0 -0.6465
P -2.06246 -1.67424 -1.01664 0.9 -0.7 0.1 1.6595
C -3.77209 -2.02940 -1.48766 0.0 0.3 0.1 0.6250
C -4.08727 -2.42766 -2.78271 0.0 0.0 -0.1 -0.7619
C -5.40431 -2.70980 -3.11829 0.0 0.0 0.0 -0.6976
C -6.40831 -2.58698 -2.17005 0.0 0.0 0.0 -0.5694
C -6.09875 -2.16831 -0.88182 0.0 0.0 0.0 -0.9567
C -4.78701 -1.88466 -0.54094 0.0 -0.1 0.0 -0.3989
C -1.80107 -2.39680 0.64226 -0.2 0.2 0.0 -0.0901
C -2.43799 -3.52045 1.15096 0.0 -0.1 0.0 0.0245
C -2.16070 -3.93523 2.44681 0.0 0.0 0.0 -0.9607
C -1.24378 -3.22865 3.20823 0.0 0.1 0.0 -0.8957
C -0.60845 -2.10077 2.69230 -0.1 0.0 0.1 -0.3956
C -0.89240 -1.63085 1.41223 -0.1 -0.4 0.3 1.5687
H 1.48688 -4.02791 -4.77668 0.0 0.0 0.0 0.4087
H 1.45716 -1.59053 -4.36162 0.0 0.0 0.0 0.4668
H -0.18655 -0.64002 -2.77325 0.0 0.0 -0.1 0.3719
H -1.71023 -4.57017 -1.97948 0.0 0.0 0.0 0.4196
H -0.10420 -5.50563 -3.60557 0.0 0.0 0.0 0.4319
H -3.31193 -2.51908 -3.53311 0.0 0.0 0.0 0.4305
H -5.64240 -3.02980 -4.12402 0.0 0.0 0.0 0.4455
H -7.43209 -2.81830 -2.43256 0.0 0.0 0.0 0.4103
H -6.87946 -2.06935 -0.13920 0.0 0.0 0.0 0.4353
H -4.54578 -1.57113 0.46546 0.0 0.0 0.0 0.5559
H -3.15202 -4.06807 0.54520 0.0 0.0 0.0 0.4992
H -2.65151 -4.80878 2.85588 0.0 0.0 0.0 0.4475
H -1.01766 -3.55302 4.21641 0.0 0.0 0.0 0.4400
H 0.11286 -1.59867 3.32631 0.0 0.0 0.0 0.3720
Cl 0.47403 3.73673 2.49792 0.0 0.0 0.0 -0.0981
C 1.48111 2.40093 3.02133 0.1 0.2 -0.2 -0.3870
Cl 0.85288 0.79602 2.52848 -0.2 0.0 0.5 0.1447
H 1.50677 2.37754 4.10377 0.0 0.0 0.0 0.4359
H 2.47153 2.51290 2.59541 0.0 0.0 0.0 0.1715

***

85
Properties=species:S:1:pos:R:3:forces:R:3:mulliken_charge:R:1 method="wB97M-V/def2-TZVPD" e_lumo_ev=1.9 gap_ev=6.8 total_charge=-1 energy_ev=-143075.819 largest_force_ha_per_bohr=0.0608
Pb 0.67197 1.45937 -2.51352 0.2 -1.5 -0.6 1.0573
F 4.87598 -0.12056 2.28725 -0.2 0.6 -0.1 -0.2693
C 4.34951 1.08925 1.90404 -0.8 0.2 0.8 0.6152
F 5.14031 2.05536 2.45558 0.1 -0.5 -0.3 -0.2904
F 3.17577 1.21584 2.56723 0.5 -0.3 -0.7 -0.2458
C 4.31027 1.20609 0.40487 -0.3 -0.2 -1.0 0.1501
C 5.57007 1.32755 -0.17144 0.1 -0.5 0.9 -0.6147
C 5.74285 1.30671 -1.53790 -0.3 0.2 -0.5 -0.8724
C 4.58296 1.26314 -2.30110 -0.5 0.5 -0.7 -0.5157
N 3.34639 1.22806 -1.81002 0.7 -0.2 0.6 -0.3113
C 3.16168 1.12367 -0.47471 1.1 0.4 0.7 0.5133
S 1.55208 0.99845 0.07042 -0.7 0.0 -0.1 0.0297
H 6.42689 1.34831 0.51559 -0.3 0.1 -0.5 0.3831
H 6.71971 1.40360 -1.99403 -0.1 -0.1 0.0 0.4187
H 4.57440 1.35187 -3.39861 0.4 -0.2 0.5 0.3849
O -3.59782 0.30750 -1.58713 0.9 -0.3 -0.2 -0.6427
C -2.39386 0.07461 -1.76650 -0.2 -0.6 0.0 -0.0006
O -1.48086 0.96298 -1.95057 -0.7 -0.2 0.4 -0.4789
C -1.90341 -1.43153 -1.70895 -0.7 0.2 -0.9 0.0589
C -1.15139 -1.69301 -0.42231 0.3 -0.2 0.8 -0.0749
Ge -2.11002 -1.08124 1.21732 -0.1 -0.1 0.0 1.7815
C -0.88411 -1.23800 2.71194 0.4 -0.5 0.5 -0.1387
C -1.40301 -1.18687 4.01383 0.7 0.3 0.4 -0.3388
C -0.55775 -1.17180 5.13164 -0.2 -0.3 -0.4 -0.7961
C 0.81526 -1.29532 4.93648 0.1 0.0 0.2 -0.6504
C 1.35896 -1.35611 3.66241 -0.9 0.0 -0.6 -0.5806
C 0.50379 -1.34860 2.54516 0.0 0.4 0.2 0.3066
C -2.89819 0.69964 1.44830 0.5 0.8 0.1 -0.0385
C -2.05748 1.82411 1.55823 0.7 -0.2 -0.2 -0.1044
C -2.53940 3.11599 1.39766 0.4 1.0 -0.4 -0.4335
C -3.90016 3.32686 1.12569 -0.1 0.4 0.0 -0.5179
C -4.77501 2.24694 1.18394 0.7 -0.3 0.3 -0.6141
C -4.25756 0.96293 1.40697 -1.2 -0.5 -0.3 -0.2027
C -3.54073 -2.38290 1.34151 -0.8 -1.6 0.8 -0.2489
C -3.46164 -3.49084 2.21663 0.0 -0.4 -0.4 -0.3842
C -4.36095 -4.57375 2.13543 0.4 1.3 -0.2 -0.7630
C -5.40875 -4.51560 1.22642 -0.7 -0.2 0.1 -0.3043
C -5.58856 -3.41801 0.40419 1.1 1.2 0.1 -1.0318
C -4.63222 -2.38101 0.46815 -0.2 0.3 -0.3 0.2055
H -1.23010 -1.64413 -2.55393 -0.1 0.3 0.1 -0.0553
H -2.76963 -2.12547 -1.85671 0.5 0.7 0.4 0.2305
H -0.18463 -1.18746 -0.44187 0.0 0.1 -0.1 -0.2865
H -0.91138 -2.78148 -0.25104 -0.4 0.9 -0.1 0.4053
H -2.46789 -1.11447 4.17048 -0.2 0.1 0.0 0.4230
H -0.94991 -1.07499 6.14838 0.0 -0.1 -0.4 0.3686
H 1.46949 -1.36701 5.79660 0.1 0.2 0.0 0.3672
H 2.42194 -1.34309 3.51569 0.3 -0.2 0.0 0.4335
H 0.91691 -1.32636 1.52933 0.0 -0.1 0.5 0.0147
H -0.96788 1.69963 1.72198 -0.7 0.0 -0.2 0.2359
H -1.80060 3.97204 1.37231 -1.0 -1.0 0.1 0.2655
H -4.30180 4.32544 0.86360 0.5 -0.6 0.3 0.2965
H -5.83818 2.36829 1.01421 0.0 0.1 0.1 0.3860
H -4.98619 0.13406 1.49106 0.5 0.4 -0.3 0.2622
H -2.64549 -3.53786 2.93992 -0.2 0.0 -0.1 0.2646
H -4.25654 -5.40879 2.80325 0.0 -0.2 0.2 0.4187
H -6.16622 -5.29135 1.20695 0.2 -0.2 0.0 0.3266
H -6.42996 -3.29147 -0.27850 0.2 -0.3 0.2 0.3991
H -4.71250 -1.49662 -0.16216 -0.3 -0.3 -0.3 0.4187
N 0.97448 8.95566 -1.95254 0.1 -0.6 -0.1 -0.5706
C 0.92955 7.80363 -2.03655 -0.1 2.0 0.1 0.1016
C 0.82700 6.40616 -2.11502 -0.2 -0.3 -0.7 0.5964
C 0.59790 5.69367 -0.96332 0.0 0.0 1.5 -0.8155
C 0.54037 4.31814 -1.01234 -0.2 0.0 0.4 0.1491
C 0.65621 3.66593 -2.22529 0.4 -0.1 -0.1 -0.1942
C 0.91375 4.37633 -3.39466 -0.4 0.7 0.1 -0.3984
C 0.93821 5.77156 -3.34076 0.4 -0.8 -0.8 -0.8906
H 0.49082 6.24731 -0.01704 0.1 -0.4 -0.5 0.3747
H 0.43335 3.73236 -0.09316 -0.1 0.3 -0.3 0.3769
H 1.07354 3.86645 -4.36569 -0.2 0.3 0.6 0.2662
H 1.06842 6.33659 -4.25690 0.1 0.2 0.1 0.3970
C 3.78249 -3.30971 -0.06690 0.0 0.2 0.0 -1.0327
C 2.66689 -4.10173 -0.71438 -0.9 -0.9 -1.3 -0.1776
C 2.07573 -3.36301 -1.93109 0.3 1.1 1.1 0.1496
N 2.33408 -2.10216 -2.07348 -0.8 -0.2 -1.2 0.0825
N 1.71573 -1.49807 -3.18298 -0.2 -3.0 -0.6 -0.5518
C 1.04406 -2.44024 -3.88235 0.8 2.8 1.1 0.3203
N 0.43082 -2.16047 -5.06461 -0.5 -1.2 -0.3 -0.3133
S 0.93231 -3.98529 -3.12914 0.7 -0.1 0.3 -0.2702
H 4.17861 -3.81091 0.81106 -0.1 -0.2 0.1 0.4079
H 3.39674 -2.33830 0.23446 0.2 0.1 0.0 0.0613
H 4.61075 -3.16665 -0.76593 -0.2 0.1 0.0 0.3298
H 1.83406 -4.35288 -0.02582 0.5 0.3 -0.2 0.2337
H 3.02666 -5.07333 -1.10468 0.0 0.3 0.3 0.3760
H 0.41599 -1.27610 -5.53576 0.3 0.3 0.5 0.2082
H -0.05395 -2.91754 -5.52474 0.1 0.3 0.1 0.1684

***

These records have relative energy (zero: lowest compared OMol25 entry of this formula, charge and spin) values of 49.56, 399.69, 0.00 kJ/mol, in the order they appear.